1.
Here is one molecule with the formula C5H11N in a non-equilibrium geometry from OMol25. Energies are from ωB97M-V/def2-TZVPD.

* LUMO: 1.21 eV
* E_tot: -6852.1072 eV
* multiplicity: 1
* ΔE to the lowest compared entry with this formula, charge and spin: 32.8 kcal/mol

Last column: Mulliken charge in e.
Cartesian coordinates (Å):
H1 0.42611 -1.12504 0.46978  0.1438
H2 -2.81766 -2.24539 0.48514  0.2689
H3 -1.34895 -2.05282 1.23821  0.2267
H4 0.05540 1.54896 0.64626  0.3034
C1 0.85553 1.47945 -0.09719  -0.4095
H5 2.93847 1.86132 0.50424  0.3200
H6 1.89181 1.25668 1.88086  0.3137
H7 1.56929 0.01018 -1.45835  0.3045
H8 2.48743 0.21579 0.74665  0.3160
C2 0.59045 0.38612 -1.13035  -0.6647
C3 -1.48507 -0.87372 -0.24796  -0.0192
N1 -2.13200 -1.57124 0.79483  -0.5425
H9 0.96126 2.50989 -0.45413  0.3670
C4 2.09179 1.24248 0.80287  -1.1246
H10 -0.08823 0.57584 -1.95441  0.3365
H11 -2.08280 -0.74129 -1.15092  0.2569
C5 -0.15776 -0.72091 -0.37444  -0.3968

***

2.
Here is an isolated ion of composition C4H6ClN2 and charge +1 in a non-equilibrium geometry from OMol25. Energies are from ωB97M-V/def2-TZVPD.

* LUMO: -6.11 eV
* E_tot: -19737.6771 eV
* charge: +1
* multiplicity: 1
* ΔE to the lowest compared entry with this formula, charge and spin: 68.9 kcal/mol

Last column: Mulliken charge in e.
Cartesian coordinates (Å):
H1 2.00030 0.73898 -1.49955  0.2480
C1 -0.33842 -1.53811 -1.28950  0.2983
H2 1.08964 -1.04109 -2.68129  0.3633
C2 -1.04150 0.53248 1.78464  -0.8284
C3 0.65287 -0.80830 -1.71212  -0.0400
Cl1 -1.42572 -2.64523 -0.98736  0.0160
H3 -2.07672 0.73495 1.50795  0.2987
C4 0.69182 0.78378 0.09224  0.0179
N1 -0.30700 0.23777 0.61966  -0.2964
H4 -0.64075 1.39589 2.32505  0.3273
N2 1.20307 0.28754 -1.07392  -0.0614
H5 -1.02820 -0.33737 2.44211  0.2935
H6 1.22059 1.65871 0.47210  0.3632

***

3.
Here is a 2-piece molecular cluster, H3NO4P overall in a non-equilibrium geometry from OMol25. Energies are from ωB97M-V/def2-TZVPD.

* LUMO: 4.08 eV
* E_tot: -19016.6029 eV
* charge: -1
* multiplicity: 1
* ΔE to the lowest compared entry with this formula, charge and spin: 74.0 kcal/mol

Last column: Mulliken charge in e.
Cartesian coordinates (Å):
H1 0.50303 -1.85978 1.08936  0.2197
O1 1.86043 0.28044 -1.34395  -0.3986
O2 0.73131 -0.35009 -1.85370  -0.2610
H2 1.92663 -0.32939 -0.55136  0.4394
N1 0.80925 -1.06460 0.59727  -0.7657
O3 -1.21981 -1.88256 -1.07644  -0.6301
O4 -1.22862 1.26948 -0.19567  -0.8203
H3 -1.05129 1.59329 -1.11087  0.2426
P1 -0.25321 -0.86466 -0.55845  0.9740

***

4.
Here is an isolated ion of composition C9H14NO2Si and charge -1 in a non-equilibrium geometry from OMol25. Energies are from ωB97M-V/def2-TZVPD.

* LUMO (alpha / beta): 3.57 / 3.57 eV
* E_tot: -23022.0305 eV
* charge: -1
* multiplicity: 1
* ΔE to the lowest compared entry with this formula, charge and spin: 0.0 kcal/mol

Last column: Mulliken charge in e.
Cartesian coordinates (Å):
H1 4.30251 -0.53562 0.77230  0.3274
C1 -2.00850 1.33277 -1.84147  -0.7569
H2 2.01835 1.80717 -1.19202  0.2090
H3 -2.82558 1.06676 1.23743  0.1427
O1 2.80526 -2.02098 0.18789  -0.7438
H4 -2.08168 1.31606 2.88754  0.2505
C2 1.70207 1.38984 -0.22549  -1.0943
C3 -1.86429 -2.07652 -0.43115  -0.3371
H5 -0.15044 0.00197 2.23503  0.2821
H6 -3.73565 -3.02168 -0.11627  0.2680
H7 -3.47036 -1.43653 0.75606  0.1818
C4 -1.99956 0.87107 1.90239  -0.6525
C5 -0.92268 0.59258 -1.62859  -0.0441
O2 0.77627 -1.33873 -0.28461  -0.2814
C6 -3.07804 -2.18494 0.08565  -0.5806
N1 2.48079 0.20589 0.06816  0.1660
C7 3.89011 0.39122 0.37238  -1.1049
H8 -0.08746 0.70813 -2.30562  0.2995
C8 2.05530 -1.06641 0.00158  0.8643
H9 1.87648 2.13409 0.56244  0.2001
C9 -0.95601 0.14632 1.52138  -0.0713
H10 3.99568 1.19530 1.10600  0.3098
Si1 -0.68475 -0.58913 -0.19091  0.1151
H11 -2.08862 2.03942 -2.65596  0.2592
H12 -2.86974 1.26802 -1.19667  0.1815
H13 4.44687 0.66938 -0.53082  0.2955
H14 -1.52633 -2.86547 -1.09664  0.3141

***

5.
Here is C18H21N7O2ReS3 as an isolated structure in a non-equilibrium geometry from OMol25. Energies are from ωB97M-V/def2-TZVPD.

* LUMO (alpha / beta): -8.27 / -7.80 eV
* E_tot: -68154.3147 eV
* charge: +2
* multiplicity: 2
* expectation value of S²: 0.767
* ΔE to the lowest compared entry with this formula, charge and spin: 9.0 kcal/mol

Last column: Löwdin spin population.
Cartesian coordinates (Å):
H1 3.73919 -5.68778 -1.32320  0.0006
C1 2.41559 -4.69128 0.05340  0.0030
H2 -2.28301 3.85682 5.34870  0.0000
C2 -1.52161 2.36852 3.34390  -0.0001
N1 1.63439 2.52902 -1.05650  0.0046
H3 -4.76901 -3.79918 0.04970  0.0003
H4 2.52259 -5.42628 0.83500  0.0000
H5 1.04159 -3.45398 1.17040  -0.0005
H6 4.93899 3.69432 -0.80190  -0.0001
H7 -4.74351 3.30262 2.74360  0.0000
H8 0.87469 4.45062 -1.07430  0.0000
H9 2.63589 4.37112 -1.01220  0.0001
S1 1.69279 -1.42738 -2.85880  0.0030
H10 -3.66181 -4.89378 -1.95050  -0.0001
O1 -0.82921 1.00452 -0.91550  0.0231
C3 2.57449 1.70452 -0.65180  0.0102
H11 0.68339 2.15812 -1.05050  0.0002
C4 2.96539 -3.86628 -2.13450  -0.0027
H12 -0.75241 2.45382 4.09520  0.0000
C5 -2.02481 -3.50018 -1.88580  0.0035
N2 3.88009 1.87942 -0.71230  -0.0021
C6 -3.78271 2.84162 2.58150  -0.0003
C7 -3.82791 -3.44678 -0.35150  0.0082
H13 1.76979 4.03132 -2.53300  0.0003
C8 -3.54721 2.12122 1.43540  -0.0003
C9 -2.13891 -1.97588 -0.18100  0.0068
H14 -4.29911 1.99002 0.67340  0.0000
N3 -3.00051 3.71692 4.65880  -0.0011
C10 -3.22291 -4.04608 -1.45250  -0.0003
C11 1.59019 -3.60008 0.24880  -0.0004
C12 4.65719 2.85982 -1.44310  -0.0001
S2 2.09849 0.24282 0.22570  -0.0021
C13 -2.30001 1.53942 1.24400  -0.0008
C14 1.74919 3.92132 -1.44810  0.0006
H15 -0.34271 1.16922 2.01850  0.0001
N4 -1.48321 -2.46978 -1.24870  0.0025
N5 -1.45731 -0.92018 0.37140  -0.0174
N6 -3.28751 -2.41408 0.27270  -0.0017
H16 -1.50311 -3.88278 -2.75170  0.0000
C15 3.10199 -4.83298 -1.15330  0.0119
C16 2.11389 -2.80358 -1.87590  0.0126
H17 4.11379 3.21952 -2.31080  -0.0001
S3 -2.04101 0.52242 -0.16500  0.0031
Re1 0.29329 -0.93568 -0.86720  0.9357
H18 5.57479 2.39142 -1.79260  0.0000
C17 -2.77381 2.98642 3.55900  -0.0007
H19 3.48439 -3.91788 -3.07690  -0.0005
H20 4.42349 1.18252 -0.21600  0.0000
O2 -3.21281 0.37972 -0.94930  0.0006
H21 -3.90311 4.12922 4.82800  0.0000
C18 -1.29161 1.65322 2.19340  -0.0001
N7 1.43119 -2.67988 -0.70590  0.0004

***

6.
Here is C20H18Cl4N2O2PtS2Se as an isolated structure from OMol25. Energies are from ωB97M-V/def2-TZVPD.

* LUMO: 3.74 eV
* E_tot: -168448.2468 eV
* charge: -2
* multiplicity: 1
* ΔE to the lowest compared entry with this formula, charge and spin: 368.2 kcal/mol

Last column: Mulliken charge in e.
Cartesian coordinates (Å):
Pt1 0.04133 -0.18463 0.20578  1.2837
H1 -2.12656 4.49160 -2.11628  0.4409
H2 -0.78584 -0.83044 -2.30526  0.2853
Cl1 -5.20606 2.64535 -2.63611  -0.1224
C1 -3.90643 1.53466 -1.79329  0.0820
C2 -3.63643 2.90113 -1.75899  0.1242
C3 -3.72419 2.78689 1.46985  0.7938
C4 2.53615 -4.06638 0.94244  -0.4353
C5 2.18607 0.64503 2.49689  0.2534
H3 4.81757 1.14913 0.41430  0.3489
C6 -6.62480 2.00146 -2.02477  -0.4233
S1 0.45661 0.36034 2.48973  -0.5386
C7 2.87513 0.78557 3.70541  -0.6443
H4 3.53728 -4.31187 -1.01317  0.3976
H5 2.31367 0.67781 4.62740  0.3464
H6 2.10490 -1.50718 -2.24508  0.2424
Cl2 -2.14711 -1.13139 0.67286  -0.3503
C8 4.23634 1.05210 3.74710  -0.4780
C9 -1.38603 2.48774 -1.91549  0.5480
N1 1.81252 -3.01635 -0.82691  0.4478
C10 4.27636 1.04989 1.34973  -0.6938
O1 -2.80948 2.09933 1.32289  -0.3159
C11 -2.36755 3.44658 -2.00025  -0.9298
Cl3 0.25251 3.08557 -1.89503  -0.2064
H7 2.23749 -3.18266 -2.85738  0.3293
H8 4.74060 1.14801 4.70277  0.3176
C12 0.98205 -2.59354 0.15958  -0.8639
C13 1.69896 -2.51802 -2.17981  -0.8212
O2 -4.62979 3.50034 1.63614  -0.4920
H9 0.41562 0.51856 -2.34476  0.8837
H10 0.48009 -2.19417 2.73333  0.1443
C14 0.79449 -3.21825 2.53401  -0.6879
H11 -5.74068 3.86474 -3.10394  0.2560
N2 1.45406 -3.26277 1.24398  0.5053
C15 4.94444 1.18717 2.55816  -0.5138
H12 -3.10697 -0.49706 -1.97338  0.4280
H13 1.49487 -3.54124 3.30562  0.2822
C16 2.90881 0.77566 1.29770  0.4307
C17 -0.48311 0.12432 -1.87871  -1.8907
Se1 -2.55830 -2.92460 -0.61711  -0.5923
S2 2.11289 0.64325 -0.26221  -0.6079
H14 -4.48708 2.56926 -3.89588  0.1987
C18 -2.92973 0.56909 -1.90656  -0.4481
C19 2.77261 -3.90043 -0.37662  -0.4370
H15 3.05054 -4.65795 1.68050  0.4143
H16 -0.08057 -3.87018 2.53339  0.2448
H17 0.64568 -2.49709 -2.44888  0.2151
Cl4 -7.85868 3.36149 -2.15687  -0.2868
C20 -1.59410 1.05401 -1.86649  0.2248
H18 6.00986 1.39016 2.56968  0.3107